Arrangement one

Molecular formula: C14H16
Method: DFT, ωB97M-V/def2-TZVPD

## Properties
Charge: 0
SMILES: C=C(C)C1=Cc2c(C)cccc2CC1
2S+1: 1
Orbital gap, Eh: 0.3025
Highest occupied orbital energy, eV: -7.85

Last column: Löwdin charge in e.
CARTESIAN COORDINATES (ANGSTROEM)
1 C 2.30 -0.16 3.32  0.080
2 C 1.05 -0.37 2.66  -0.255
3 C -0.09 -1.01 3.45  -0.093
4 C 0.75 -0.05 1.18  -0.162
5 C -0.34 -0.48 0.48  0.009
6 C -0.61 -0.09 -0.95  -0.089
7 C -1.89 0.04 -1.56  -0.226
8 C -3.09 0.05 -0.70  -0.053
9 C -1.92 0.36 -2.93  -0.041
10 C -0.75 0.52 -3.68  -0.064
11 C 0.52 0.34 -3.10  -0.052
12 C 0.59 0.11 -1.74  -0.195
13 C 1.96 0.20 -1.10  -0.109
14 C 1.70 0.83 0.36  -0.118
15 H 3.13 0.16 2.76  0.021
16 H 2.29 -0.53 4.32  0.031
17 H -1.02 -0.41 3.47  0.084
18 H -0.20 -1.99 3.02  0.068
19 H 0.25 -1.07 4.56  0.097
20 H -1.09 -1.06 0.99  0.097
21 H -3.01 0.81 0.12  0.118
22 H -3.25 -0.90 -0.35  0.048
23 H -3.97 0.06 -1.33  0.078
24 H -2.87 0.42 -3.39  0.094
25 H -0.70 0.84 -4.68  0.081
26 H 1.46 0.54 -3.58  0.104
27 H 2.61 0.92 -1.66  0.118
28 H 2.36 -0.87 -1.06  0.143
29 H 2.60 1.02 0.96  0.090
30 H 1.25 1.75 0.14  0.094


Arrangement two

Molecular formula: C14H16
Method: DFT, ωB97M-V/def2-TZVPD

## Properties
Charge: 0
SMILES: Cc1ccccc1.Cc1ccccc1
2S+1: 1
Orbital gap, Eh: 0.3552
Highest occupied orbital energy, eV: -8.78

Last column: Löwdin charge in e.
CARTESIAN COORDINATES (ANGSTROEM)
1 C -1.61 -2.41 -1.67  -0.078
2 C -2.19 -1.17 -0.97  -0.333
3 C -2.92 -1.30 0.22  -0.059
4 C -3.43 -0.14 0.79  -0.093
5 C -3.02 1.14 0.36  -0.131
6 C -2.27 1.28 -0.75  -0.091
7 C -1.88 0.06 -1.45  -0.077
8 H -0.62 -2.37 -2.16  0.064
9 H -2.35 -2.71 -2.50  0.097
10 H -1.64 -3.29 -0.91  0.100
11 H -3.16 -2.26 0.64  0.101
12 H -4.05 -0.30 1.74  0.124
13 H -3.17 2.02 1.04  0.115
14 H -1.73 2.24 -0.97  0.115
15 H -1.26 0.21 -2.43  0.144
16 C 1.22 -1.16 -0.36  -0.047
17 C 1.75 0.06 0.42  -0.231
18 C 2.48 -0.04 1.64  -0.079
19 C 3.31 0.96 2.16  -0.089
20 C 3.50 2.21 1.46  -0.106
21 C 2.89 2.30 0.23  -0.127
22 C 1.94 1.33 -0.19  -0.064
23 H 2.06 -1.82 -0.62  0.091
24 H 0.87 -0.81 -1.32  0.052
25 H 0.44 -1.72 0.06  0.045
26 H 2.43 -1.00 2.17  0.106
27 H 4.06 0.73 3.02  0.122
28 H 4.00 3.10 1.88  0.103
29 H 2.96 3.19 -0.41  0.102
30 H 1.36 1.66 -1.13  0.122


Order from most stable to least stable according to the calculation: arrangement two, arrangement one


Arrangement one

Molecular formula: C14H16
Method: DFT, ωB97M-V/def2-TZVPD

## Properties
Charge: 0
SMILES: Cc1ccccc1.Cc1ccccc1
2S+1: 1
Orbital gap, Eh: 0.3585
Highest occupied orbital energy, eV: -8.80

Last column: Löwdin charge in e.
CARTESIAN COORDINATES (ANGSTROEM)
1 C 0.42 -0.73 -4.20  -0.056
2 C -0.47 -0.65 -2.99  -0.284
3 C -1.14 0.52 -2.67  -0.054
4 C -2.01 0.55 -1.59  -0.093
5 C -2.10 -0.56 -0.75  -0.119
6 C -1.49 -1.75 -1.11  -0.107
7 C -0.69 -1.81 -2.24  -0.051
8 H -0.13 -1.23 -5.00  0.083
9 H 1.34 -1.28 -3.99  0.077
10 H 0.72 0.25 -4.57  0.074
11 H -1.10 1.43 -3.26  0.109
12 H -2.62 1.41 -1.37  0.103
13 H -2.63 -0.49 0.19  0.105
14 H -1.61 -2.58 -0.42  0.102
15 H -0.16 -2.70 -2.55  0.111
16 C 0.54 -1.68 1.85  -0.053
17 C 0.83 -0.24 2.15  -0.272
18 C 0.54 0.72 1.18  -0.047
19 C 0.74 2.07 1.48  -0.084
20 C 1.37 2.45 2.66  -0.099
21 C 1.81 1.46 3.53  -0.090
22 C 1.44 0.14 3.34  -0.052
23 H 1.16 -2.38 2.41  0.075
24 H 0.54 -1.94 0.79  0.060
25 H -0.49 -1.88 2.18  0.085
26 H 0.19 0.39 0.21  0.089
27 H 0.57 2.81 0.71  0.100
28 H 1.56 3.49 2.85  0.094
29 H 2.45 1.76 4.35  0.100
30 H 1.58 -0.60 4.07  0.093


Arrangement two

Molecular formula: C14H16
Method: DFT, ωB97M-V/def2-TZVPD

## Properties
Charge: 0
SMILES: Cc1ccccc1.Cc1ccccc1
2S+1: 1
Orbital gap, Eh: 0.3589
Highest occupied orbital energy, eV: -8.83

Last column: Löwdin charge in e.
CARTESIAN COORDINATES (ANGSTROEM)
1 C 4.09 0.15 -1.30  -0.052
2 C 3.10 -0.17 -0.20  -0.282
3 C 2.35 0.87 0.34  -0.077
4 C 1.61 0.69 1.51  -0.112
5 C 1.57 -0.54 2.13  -0.095
6 C 2.27 -1.60 1.54  -0.089
7 C 3.04 -1.43 0.39  -0.050
8 H 5.07 0.26 -0.84  0.081
9 H 3.84 1.08 -1.82  0.073
10 H 4.20 -0.64 -2.04  0.077
11 H 2.25 1.83 -0.15  0.112
12 H 0.98 1.51 1.84  0.101
13 H 1.07 -0.79 3.05  0.101
14 H 2.24 -2.55 2.06  0.100
15 H 3.36 -2.31 -0.16  0.112
16 C -4.03 1.68 0.78  -0.059
17 C -3.17 0.83 -0.12  -0.284
18 C -3.69 0.07 -1.16  -0.056
19 C -2.86 -0.86 -1.78  -0.095
20 C -1.53 -0.98 -1.42  -0.091
21 C -0.93 0.01 -0.62  -0.066
22 C -1.77 0.84 0.10  -0.054
23 H -4.95 1.99 0.29  0.072
24 H -3.54 2.61 1.10  0.074
25 H -4.26 1.11 1.68  0.082
26 H -4.76 0.07 -1.29  0.108
27 H -3.20 -1.49 -2.59  0.098
28 H -0.91 -1.71 -1.91  0.096
29 H 0.13 0.07 -0.44  0.070
30 H -1.41 1.65 0.72  0.103


Order from most stable to least stable according to the calculation: arrangement one, arrangement two


Arrangement one

Molecular formula: C8H12N4
Method: DFT, ωB97M-V/def2-TZVPD

## Properties
Charge: 0
SMILES: CC#N.CC#N.CC#N.CC#N
2S+1: 1
Orbital gap, Eh: 0.4352
Highest occupied orbital energy, eV: -11.35

Last column: Löwdin charge in e.
CARTESIAN COORDINATES (ANGSTROEM)
1 C 1.20 3.67 -2.86  -0.079
2 C 0.99 2.26 -3.18  -0.281
3 N 0.83 1.16 -3.44  0.135
4 H 0.87 4.31 -3.67  0.079
5 H 2.25 3.82 -2.62  0.073
6 H 0.62 3.92 -1.97  0.083
7 C 3.77 -0.19 0.74  -0.065
8 C 3.20 1.01 0.17  -0.270
9 N 2.77 1.98 -0.27  0.152
10 H 3.85 -0.07 1.82  0.090
11 H 4.78 -0.36 0.36  0.087
12 H 3.17 -1.07 0.54  0.069
13 C 0.23 -1.03 -1.12  -0.080
14 C -0.83 -1.39 -0.20  -0.267
15 N -1.67 -1.67 0.53  0.132
16 H 0.15 0.01 -1.41  0.044
17 H 0.18 -1.58 -2.06  0.086
18 H 1.22 -1.18 -0.70  0.055
19 C -4.65 -2.54 2.83  -0.078
20 C -4.52 -1.77 4.06  -0.291
21 N -4.36 -1.15 5.00  0.119
22 H -4.82 -3.60 2.96  0.078
23 H -3.74 -2.39 2.25  0.052
24 H -5.49 -2.16 2.24  0.080


Arrangement two

Molecular formula: C8H12N4
Method: DFT, ωB97M-V/def2-TZVPD

## Properties
Charge: 0
SMILES: CC#N.CC#N.CC#N.CC#N
2S+1: 1
Orbital gap, Eh: 0.4229
Highest occupied orbital energy, eV: -10.96

Last column: Löwdin charge in e.
CARTESIAN COORDINATES (ANGSTROEM)
1 C 0.62 -0.87 1.47  -0.134
2 C 0.31 -1.57 0.23  -0.287
3 N 0.08 -2.19 -0.75  0.111
4 H -0.34 -0.43 1.75  0.063
5 H 1.39 -0.12 1.26  0.065
6 H 1.00 -1.54 2.23  0.076
7 C -0.46 -2.31 -4.49  -0.092
8 C 0.74 -2.39 -5.33  -0.259
9 N 1.79 -2.41 -5.92  0.100
10 H -1.32 -1.84 -4.97  0.077
11 H -0.23 -1.85 -3.52  0.052
12 H -0.72 -3.31 -4.15  0.080
13 C -1.56 2.82 -2.47  -0.072
14 C -1.30 2.09 -1.18  -0.208
15 N -0.97 1.49 -0.19  0.131
16 H -1.03 3.77 -2.48  0.075
17 H -2.62 3.01 -2.68  0.076
18 H -1.08 2.30 -3.30  0.076
19 C 0.76 0.87 6.18  -0.069
20 C 1.20 0.90 4.76  -0.235
21 N 1.55 1.03 3.67  0.144
22 H -0.09 0.26 6.46  0.079
23 H 0.72 1.86 6.65  0.080
24 H 1.57 0.43 6.76  0.074


Arrangement three

Molecular formula: C8H12N4
Method: DFT, ωB97M-V/def2-TZVPD

## Properties
Charge: 0
SMILES: Cc1c[nH]cn1.Cc1c[nH]cn1
2S+1: 1
Orbital gap, Eh: 0.3407
Highest occupied orbital energy, eV: -8.41

Last column: Löwdin charge in e.
CARTESIAN COORDINATES (ANGSTROEM)
1 C 0.39 -0.06 -1.47  -0.059
2 C 1.67 -0.22 -2.14  -0.359
3 C 2.02 -0.36 -3.49  -0.081
4 N 3.40 -0.36 -3.65  0.050
5 C 3.85 -0.29 -2.41  -0.244
6 N 2.90 -0.10 -1.51  0.067
7 H -0.14 -0.94 -1.88  0.083
8 H -0.16 0.85 -1.78  0.087
9 H 0.38 -0.12 -0.37  0.066
10 H 1.35 -0.42 -4.35  0.106
11 H 3.93 -0.50 -4.51  0.160
12 H 4.81 -0.46 -1.92  0.119
13 C -0.54 1.32 2.97  -0.057
14 C -1.74 0.52 2.53  -0.347
15 C -1.83 -0.66 1.85  -0.068
16 N -3.22 -0.86 1.76  0.027
17 C -3.82 0.07 2.55  -0.237
18 N -3.01 1.00 2.98  0.089
19 H -0.19 0.81 3.88  0.076
20 H -0.71 2.39 3.21  0.077
21 H 0.25 1.25 2.20  0.066
22 H -1.08 -1.33 1.43  0.112
23 H -3.65 -1.62 1.22  0.148
24 H -4.85 0.10 2.91  0.116


Order from most stable to least stable according to the calculation: arrangement three, arrangement one, arrangement two


Arrangement one

Molecular formula: CH8FNSi2
Method: DFT, ωB97M-V/def2-TZVPD

## Properties
Charge: 0
2S+1: 1
Orbital gap, Eh: 0.3524
Highest occupied orbital energy, eV: -9.25

Last column: Löwdin charge in e.
CARTESIAN COORDINATES (ANGSTROEM)
1 C -1.94 -0.56 -0.41  -0.318
2 N 0.82 0.65 0.02  -0.361
3 F -1.61 -1.75 0.30  -0.192
4 Si 1.76 -0.84 0.07  0.574
5 Si -0.80 1.01 0.13  0.515
6 H -2.91 -0.32 -0.13  0.016
7 H -1.88 -0.86 -1.53  0.095
8 H 1.26 1.35 0.60  0.004
9 H 2.25 -1.34 -1.25  -0.082
10 H 0.96 -1.90 0.54  -0.088
11 H 2.86 -0.14 0.71  -0.067
12 H -1.65 1.39 2.18  -0.009
13 H -1.56 1.89 -0.65  -0.087


Arrangement two

Molecular formula: CH8FNSi2
Method: DFT, ωB97M-V/def2-TZVPD

## Properties
Charge: 0
SMILES: FC[SiH3].N=[SiH2]
2S+1: 1
Orbital gap, Eh: 0.3432
Highest occupied orbital energy, eV: -9.78

Last column: Löwdin charge in e.
CARTESIAN COORDINATES (ANGSTROEM)
1 F 2.38 -1.12 -1.98  -0.114
2 C 1.47 -0.49 -1.17  -0.415
3 Si 1.42 1.49 -1.24  0.627
4 H 1.47 -0.74 -0.12  0.020
5 H 0.36 -0.86 -1.37  0.071
6 H 2.30 2.55 -0.26  -0.057
7 H 0.23 1.87 -1.78  -0.149
8 H 2.41 2.21 -2.33  -0.083
9 N -0.91 -0.02 0.17  -0.281
10 Si -1.62 -0.36 1.52  0.601
11 H -1.35 0.34 -0.68  -0.028
12 H -0.66 -1.23 2.33  -0.078
13 H -2.83 -0.33 2.38  -0.111


Order from most stable to least stable according to the calculation: arrangement one, arrangement two


Arrangement one

Molecular formula: C2H5ClOS
Method: DFT, ωB97M-V/def2-TZVPD

## Properties
Charge: 0
2S+1: 1
Orbital gap, Eh: 0.2527
Highest occupied orbital energy, eV: -8.31

Last column: Löwdin charge in e.
CARTESIAN COORDINATES (ANGSTROEM)
1 C -0.26 0.08 1.21  -0.397
2 C 0.02 -0.01 -1.48  -0.488
3 O 0.13 0.26 -2.80  0.073
4 S -0.96 0.75 -0.31  0.952
5 Cl 2.62 0.77 -0.18  -0.394
6 H -1.09 -0.21 1.93  0.068
7 H 0.41 0.95 1.57  0.051
8 H 0.35 -0.77 1.03  0.011
9 H 0.56 -0.76 -0.99  0.017
10 H -0.29 1.12 -2.86  0.108


Arrangement two

Molecular formula: C2H5ClOS
Method: DFT, ωB97M-V/def2-TZVPD

## Properties
Charge: 0
SMILES: CCOSCl
2S+1: 1
Orbital gap, Eh: 0.3220
Highest occupied orbital energy, eV: -9.32

Last column: Löwdin charge in e.
CARTESIAN COORDINATES (ANGSTROEM)
1 C -0.36 -0.28 -1.15  -0.120
2 C -0.38 -0.66 0.24  -0.439
3 O 0.75 -0.24 0.92  -0.447
4 S 1.33 1.62 0.57  0.459
5 Cl 1.35 2.15 2.53  0.097
6 H -0.20 0.79 -1.23  0.035
7 H 0.45 -0.79 -1.59  0.066
8 H -1.32 -0.64 -1.63  0.115
9 H -0.40 -1.68 0.57  0.128
10 H -1.21 -0.26 0.78  0.106


Order from most stable to least stable according to the calculation: arrangement one, arrangement two


Arrangement one

Molecular formula: CHN3O3S
Method: DFT, ωB97M-V/def2-TZVPD

## Properties
Charge: 0
2S+1: 1
Orbital gap, Eh: 0.4013
Highest occupied orbital energy, eV: -10.66

Last column: Löwdin charge in e.
CARTESIAN COORDINATES (ANGSTROEM)
1 C -1.02 -1.21 -0.17  -0.467
2 N 0.11 -0.90 -0.43  -0.054
3 N -2.81 0.96 1.33  0.102
4 N -2.06 0.86 0.51  0.050
5 O 2.47 0.02 0.18  -0.260
6 O 0.74 1.53 -0.51  -0.426
7 O -2.08 -1.59 0.08  0.135
8 S 1.29 0.28 -0.90  0.873
9 H 3.36 0.05 -0.10  0.046


Arrangement two

Molecular formula: CHN3O3S
Method: DFT, ωB97M-V/def2-TZVPD

## Properties
Charge: 0
SMILES: N#CONS[N+](=O)[O-]
2S+1: 1
Orbital gap, Eh: 0.3483
Highest occupied orbital energy, eV: -10.90

Last column: Löwdin charge in e.
CARTESIAN COORDINATES (ANGSTROEM)
1 N -1.38 0.74 -2.65  0.175
2 C -1.36 -0.06 -1.82  -0.339
3 O -1.22 -1.11 -1.04  -0.096
4 N -0.62 -0.81 0.26  -0.204
5 S 1.35 -0.89 0.33  0.885
6 N 1.37 0.90 1.17  -0.611
7 O 0.49 1.22 1.90  0.065
8 O 2.35 1.48 0.87  0.034
9 H -1.00 -1.47 0.98  0.091


Order from most stable to least stable according to the calculation: arrangement one, arrangement two


Arrangement one

Molecular formula: C3H7IN
Method: DFT, ωB97M-V/def2-TZVPD

## Properties
Charge: +1
2S+1: 1
Orbital gap (spin up / spin down), Eh: 0.2982 / 0.3180
Highest occupied orbital energy (spin up / spin down), eV: -13.70 / -13.53

Last column: Löwdin charge in e.
CARTESIAN COORDINATES (ANGSTROEM)
1 C 0.64 -0.91 -1.00  0.127
2 C 1.05 0.25 -0.01  -0.150
3 C -1.30 0.44 -0.09  -0.537
4 N -0.17 0.44 0.86  -0.048
5 I -3.03 -0.56 0.67  0.911
6 H 1.10 -0.90 -1.96  0.065
7 H 0.74 -1.90 -0.65  0.059
8 H 1.86 -0.18 0.44  0.090
9 H 1.41 1.11 -0.61  0.146
10 H -1.62 1.38 -0.42  0.020
11 H -0.38 -0.45 1.34  0.119
12 H -0.30 1.29 1.44  0.196


Arrangement two

Molecular formula: C3H7IN
Method: DFT, ωB97M-V/def2-TZVPD

## Properties
Charge: +1
2S+1: 1
Orbital gap (spin up / spin down), Eh: 0.2480 / 0.2456
Highest occupied orbital energy (spin up / spin down), eV: -13.12 / -13.09

Last column: Löwdin charge in e.
CARTESIAN COORDINATES (ANGSTROEM)
1 C 0.59 1.78 -2.18  0.151
2 C 0.85 1.22 -0.98  -0.275
3 C -0.07 1.29 0.08  -0.554
4 N -0.38 -1.94 2.26  -0.117
5 I 0.35 0.66 1.94  1.332
6 H 1.32 1.78 -2.97  0.091
7 H -0.35 2.28 -2.38  0.092
8 H 1.81 0.73 -0.81  0.106
9 H -1.02 1.77 -0.06  0.056
10 H -0.35 -2.43 1.37  0.042
11 H 0.23 -2.39 2.93  0.039
12 H -1.33 -1.93 2.61  0.037


Order from most stable to least stable according to the calculation: arrangement two, arrangement one


Arrangement one

Molecular formula: C3H7IN
Method: DFT, ωB97M-V/def2-TZVPD

## Properties
Charge: +1
2S+1: 1
Orbital gap (spin up / spin down), Eh: 0.3061 / 0.2498
Highest occupied orbital energy (spin up / spin down), eV: -13.67 / -13.35

Last column: Löwdin charge in e.
CARTESIAN COORDINATES (ANGSTROEM)
1 C -1.07 -0.82 -0.46  0.001
2 C -0.58 0.55 -0.79  -0.083
3 C 0.97 -0.36 0.93  0.030
4 N 0.35 -0.44 -0.33  -0.134
5 I 1.30 2.92 1.36  0.244
6 H -1.72 -0.98 0.36  0.127
7 H -1.25 -1.62 -1.17  0.137
8 H -0.53 1.14 -1.83  0.205
9 H -0.85 1.18 0.06  0.066
10 H 0.42 0.12 1.82  0.077
11 H 1.99 -0.87 1.09  0.126
12 H 0.97 -0.80 -1.05  0.202


Arrangement two

Molecular formula: C3H7IN
Method: DFT, ωB97M-V/def2-TZVPD

## Properties
Charge: +1
2S+1: 1
Orbital gap (spin up / spin down), Eh: 0.2515 / 0.3281
Highest occupied orbital energy (spin up / spin down), eV: -13.51 / -14.19

Last column: Löwdin charge in e.
CARTESIAN COORDINATES (ANGSTROEM)
1 C -0.25 -0.42 -0.43  -0.410
2 C -1.29 0.12 0.38  -0.569
3 C 0.90 0.38 -0.94  -0.043
4 N -0.12 -0.61 1.03  0.043
5 I -2.98 -0.96 0.88  1.061
6 H -0.57 -1.29 -1.03  0.166
7 H 0.57 2.16 0.46  0.213
8 H 1.89 -0.03 -0.84  0.105
9 H 0.75 1.37 -0.24  -0.015
10 H 0.74 0.84 -1.96  0.128
11 H -0.23 -1.61 1.31  0.160
12 H 0.58 0.05 1.39  0.160


Order from most stable to least stable according to the calculation: arrangement one, arrangement two